The following is a DFT calculation (wB97M-V/def2-TZVPD) of an isolated molecule of C2HClN2S in a non-equilibrium geometry.

Values from the calculation:
- maximum force (Eh/bohr) = 0.1010
- Kohn-Sham gap (alpha / beta) (eV) = 6.879 / 6.168
- energy above the lowest of the compared OMol25 structures with the same formula, charge and spin (kcal/mol) = 14.7
- LUMO level (alpha / beta) (eV) = 0.113 / -2.914
- 2S+1 = 3

Last column: Löwdin charge in e.
Geometry (Å):
S (0.771, -2.292, -0.249)  0.740
N (-0.168, 1.446, 0.352)  -0.091
H (0.825, 0.003, 1.065)  0.065
C (-0.013, -0.869, -0.479)  -1.167
N (-0.258, 2.545, 0.591)  0.213
Cl (-1.460, -1.119, -1.553)  0.518
C (0.303, 0.287, 0.275)  -0.277